The following is a DFT calculation (wB97M-V/def2-TZVPD) of an isolated molecule of C4H2ClF in a non-equilibrium geometry.

Results
Energy above the lowest of the compared OMol25 structures with the same formula, charge and spin, kJ/mol: 135.6
SMILES: C#C/C(Cl)=C/F
E, Ha: -713.5286
HOMO, eV: -8.938
Gap between HOMO and LUMO, eV: 9.24

Structure (ORCA input):
```
! wB97M-V def2-TZVPD RIJCOSX def2/J DEFGRID3
* xyz 0 1
C -0.36074 -0.50855 -0.30442
C 0.92656 -0.92013 -0.38613
C -0.47869 0.86418 -0.06490
H -0.81478 2.65213 1.56664
H 1.83694 -0.44903 -0.21401
F 1.13443 -2.20892 -0.81172
C -0.51469 1.88582 0.71411
Cl -1.72902 -1.31551 -0.49957
*
```

Need the Löwdin charges? In units of e they are:
1. C -0.862
2. C -0.092
3. C -0.195
4. H 0.089
5. H 0.110
6. F -0.019
7. C 0.119
8. Cl 0.850